1.
124
Properties=species:S:1:pos:R:3 method="wB97M-V/def2-TZVPD" e_lumo_ev=-2.4 orbital_gap_ha=0.2140 total_charge=+1
I 0.372 -0.026 -7.688
I 1.573 -5.351 -6.236
Zr 0.287 -0.806 -0.371
P -2.185 1.123 -1.905
O -0.606 -0.704 -2.713
N 1.145 -0.333 4.168
N 1.674 0.448 -1.698
N 0.532 -0.205 1.901
N 0.245 -2.749 -1.523
N -2.040 -1.808 -0.401
N 2.104 -1.772 2.703
C -0.212 -1.495 -5.028
C 0.181 -0.741 6.785
C -2.236 -0.271 -4.419
C -0.784 3.606 -0.918
C 3.662 -4.056 3.041
C -1.017 1.153 -0.501
C -1.684 -1.167 -5.227
C -3.409 3.029 -3.410
C 2.185 1.526 -0.876
C 2.071 -4.682 -1.492
C 3.238 3.667 0.484
C 1.298 2.491 -0.409
C 2.594 -0.749 7.520
C 3.549 1.572 -0.618
C -2.491 5.135 -1.804
C 4.083 2.638 0.076
C -0.388 1.348 -4.008
C 0.678 2.111 2.624
C 3.617 -4.378 0.595
C 2.119 -0.458 5.198
C -2.043 1.190 0.676
C 1.277 -3.514 -0.877
C -3.149 5.367 -2.941
C -4.772 0.261 -1.922
C 0.232 -2.778 -5.697
C -0.027 -1.651 -3.559
C 0.498 1.010 -4.944
C -2.174 2.547 2.408
C -2.262 3.762 -1.198
C 3.348 -4.002 -0.830
C 4.396 -0.465 5.965
C -1.217 3.657 2.701
C -0.186 2.449 -0.621
C -2.232 0.057 2.949
C 2.297 -1.744 0.307
C 1.654 -0.651 6.502
C -2.893 2.473 1.024
C 1.880 3.584 0.246
C -2.707 2.685 -2.203
C -4.443 -2.096 -0.543
C 1.950 -4.651 -2.985
C 0.901 -3.752 -5.080
C 1.262 -0.746 2.875
C 0.084 3.433 2.871
C 1.161 -3.774 -3.621
C 0.675 -0.337 -5.565
C 2.584 -2.303 1.489
C -5.712 -1.710 -0.946
C 3.479 -0.345 4.931
C -1.541 1.153 2.142
C -3.664 4.299 -3.782
C -5.878 -0.530 -1.648
C -1.345 0.365 -3.373
C -0.061 1.066 2.261
C -3.331 -1.324 -0.852
C 0.446 -2.705 -2.901
C -3.484 -0.119 -1.545
C 2.550 -2.685 -0.826
C -3.040 3.718 0.138
C 3.955 -0.670 7.263
C 3.303 -3.608 1.647
H -6.564 -2.331 -0.703
H 4.257 -4.051 -1.431
H -2.722 0.359 0.543
H 5.145 2.680 0.273
H -0.465 2.381 -3.682
H -4.184 4.523 -4.701
H 0.746 4.238 3.163
H 1.717 -0.653 -5.511
H -3.314 0.122 2.815
H -4.311 -3.018 0.012
H -3.285 6.393 -3.263
H -6.862 -0.208 -1.960
H -0.299 -1.498 6.161
H -2.246 -1.670 -6.004
H 3.824 -0.149 3.923
H -3.276 0.018 -4.495
H 1.228 4.370 0.601
H -3.902 2.103 1.216
H -1.615 -2.411 -1.119
H -3.731 2.229 -4.072
H -4.090 3.845 -0.132
H 2.478 -2.154 3.557
H -2.027 0.164 4.018
H 1.756 2.014 2.691
H 0.971 -3.781 0.136
H 2.248 -0.900 8.535
H 0.417 0.344 4.328
H 2.459 -5.415 -3.560
H 4.143 -5.309 0.785
H 2.659 -2.192 -1.798
H -2.896 2.520 3.231
H -0.180 4.504 -1.018
H 4.666 -0.760 8.073
H -1.620 4.650 2.864
H 1.148 1.783 -5.337
H -2.199 -2.436 0.384
H -1.912 -0.942 2.642
H 0.003 -0.995 7.828
H 1.835 -5.680 -1.117
H -0.328 0.209 6.594
H -4.911 1.222 -2.402
H 0.044 -2.839 -6.761
H 2.440 -0.082 -2.104
H 5.453 -0.380 5.752
H -2.108 5.969 -1.222
H 2.777 -4.228 3.660
H 3.639 4.528 1.001
H 1.142 0.831 -2.481
H 4.218 -4.991 3.011
H 4.188 0.776 -0.984
H 4.289 -3.321 3.557
H -2.771 4.608 0.717

---

2.
139
Properties=species:S:1:pos:R:3 method="wB97M-V/def2-TZVPD" e_lumo_ev=-1.1 orbital_gap_ha=0.1308 total_charge=-1
Ga -2.286 -2.716 -0.075
F -1.262 -1.722 1.204
O 3.839 -0.472 -5.103
O -1.248 -0.274 -3.636
O -8.340 0.172 -3.524
O -14.721 -0.006 -7.818
O 6.547 -0.042 0.415
O 12.024 -5.480 -2.375
O 18.655 0.096 3.723
O -5.528 2.529 1.249
O 11.332 -1.320 0.835
O -4.769 9.421 8.335
O -8.927 4.305 -0.258
O -12.383 2.878 -4.039
O 15.245 -3.281 1.478
O -6.025 6.275 4.261
O -2.656 6.976 1.485
C -4.578 7.918 5.127
C 2.284 -0.415 -3.337
C -4.263 8.709 6.151
C -12.274 2.008 -6.222
C -5.057 8.701 7.401
C -14.185 0.654 -6.952
C -9.636 2.027 -2.885
C -12.862 1.282 -7.171
C -7.479 1.408 -1.714
C -7.626 2.449 -0.894
C 2.535 -4.327 0.581
C -7.845 -1.390 1.148
C 17.630 -2.020 3.784
C -12.919 2.217 -4.906
C -14.242 1.590 -4.686
C 1.058 -3.769 0.777
C 10.504 -2.605 -0.955
C 2.672 -0.426 -4.765
C -0.967 -4.050 -0.923
C 0.020 -4.747 0.088
C -3.508 3.614 0.725
C 17.874 -0.678 3.208
C 0.305 -0.331 -5.403
C 3.632 -3.503 1.366
C 11.864 -4.527 -1.639
C 10.676 -3.651 -1.762
C 7.152 -0.941 1.349
C -3.059 -1.536 -1.566
C 12.851 -4.196 -0.585
C 17.129 -0.316 1.981
C -6.215 7.780 7.469
C -8.790 3.356 -1.007
C -7.711 -2.807 0.737
C 7.387 -2.347 0.633
C 11.491 -2.275 0.098
C -4.870 3.550 1.303
C -5.398 4.772 1.948
C -3.825 -3.591 0.979
C -5.143 -2.774 1.030
C -14.830 0.864 -5.635
C -2.786 4.731 0.786
C -0.084 -0.320 -3.974
C 1.004 -0.366 -2.969
C -3.315 5.953 1.431
C -4.022 -0.522 1.802
C -6.591 -0.701 1.472
C -9.783 3.066 -2.067
C 16.027 -2.506 1.994
C -5.274 -1.370 1.421
C 16.772 -2.869 3.221
C 4.815 -2.964 0.427
C -8.472 1.118 -2.773
C -4.676 5.889 2.009
C 12.679 -3.150 0.221
C 1.584 -0.379 -5.770
C 6.247 -3.384 0.942
C -6.530 6.988 6.446
C 16.271 -1.165 1.418
C -5.736 6.996 5.195
C 7.349 1.119 0.153
C -6.406 -3.482 0.682
H 13.390 -2.896 0.994
H -12.405 1.118 -8.139
H 7.272 1.314 -0.958
H -3.488 -3.788 2.037
H 15.716 -0.917 0.521
H 0.865 -3.824 1.890
H 4.705 -1.853 0.299
H -1.788 4.797 0.370
H -6.634 0.732 -1.645
H -0.503 -0.298 -6.124
H -6.909 2.676 -0.113
H 6.466 -4.405 0.513
H 8.440 0.990 0.369
H 6.509 -1.130 2.261
H -0.451 -3.525 -1.775
H -15.796 0.398 -5.491
H 8.330 -2.762 1.104
H -6.783 7.788 8.390
H -8.670 -3.343 0.506
H -11.307 2.474 -6.366
H -14.699 1.754 -3.718
H -4.041 -4.578 0.469
H 0.635 -5.507 -0.490
H 2.624 -5.417 0.842
H -3.959 -2.080 -1.983
H 13.713 -4.847 -0.509
H -8.841 -0.895 1.215
H -5.042 6.788 2.473
H 2.739 -4.262 -0.529
H -10.628 3.740 -2.136
H 0.700 -0.359 -1.929
H 8.150 -0.611 1.737
H -4.007 7.911 4.206
H 6.186 -3.471 2.067
H -7.372 6.308 6.478
H -6.427 -4.548 0.364
H -3.626 -0.899 2.778
H 9.644 -1.953 -1.030
H 16.580 -3.854 3.628
H 3.161 -2.662 1.947
H -1.597 -4.873 -1.386
H -6.395 4.706 2.364
H 17.319 0.669 1.573
H 4.133 -4.154 2.146
H -3.432 -0.553 -1.161
H -6.688 0.367 1.803
H -3.138 2.709 0.256
H 18.184 -2.269 4.680
H 7.546 -2.128 -0.453
H -0.531 -5.301 0.896
H 9.965 -3.907 -2.536
H 0.987 -2.703 0.452
H 4.677 -3.399 -0.608
H -4.388 0.530 2.002
H -3.256 -0.432 0.996
H -3.421 9.389 6.118
H -10.352 1.801 -3.663
H 1.887 -0.388 -6.809
H -2.289 -1.406 -2.379
H 6.897 1.987 0.713
H 3.091 -0.448 -2.617